(1)
# C20H29N5O3S

A single C20H29N5O3S molecule (ωB97M-V with the def2-TZVPD basis set, OMol25).

Cartesian coordinates (Å):
C -1.31323 -1.99520 -3.24062
C -1.33849 -0.79980 -2.28472
N -2.14392 -1.03369 -1.10271
C -3.55251 -0.74898 -1.26505
C -3.91468 0.73540 -1.08687
C -3.77238 1.26473 0.34282
N -2.39531 1.32216 0.77174
C -1.71060 2.47728 0.83864
O -2.22516 3.56474 0.66100
C -0.21707 2.36800 1.16160
C 0.32587 0.95997 1.39576
C 1.83518 1.02091 1.64507
N 2.55190 1.70121 0.58638
S 2.81671 0.77313 -0.77733
O 3.45483 1.61377 -1.74966
O 1.67254 0.00897 -1.19052
C 4.07395 -0.32062 -0.18500
C 4.14074 -1.52327 0.47054
N 5.43483 -1.85524 0.68576
C 6.14922 -0.88802 0.17494
N 5.37067 0.07341 -0.36328
C 2.04735 3.03473 0.31107
C 0.55395 3.01505 0.00212
C -1.63999 -1.72261 -0.02276
C -2.37988 -1.88824 1.16039
C -1.84891 -2.53432 2.25980
C -0.56030 -3.03538 2.23636
C 0.18496 -2.87950 1.07970
C -0.33460 -2.24283 -0.02853
H -2.31451 -2.22437 -3.60085
H -0.92135 -2.87746 -2.74169
H -0.68209 -1.76865 -4.09542
H -1.76103 0.06391 -2.80510
H -0.32144 -0.53408 -1.99039
H -4.14275 -1.35678 -0.57830
H -3.84609 -1.04218 -2.28008
H -3.28699 1.34435 -1.73962
H -4.95181 0.86884 -1.39950
H -4.15571 2.28720 0.38958
H -4.34214 0.64141 1.03884
H -1.92265 0.44005 0.88351
H -0.05263 2.97624 2.06026
H 0.16810 0.34225 0.51097
H -0.15106 0.48509 2.25563
H 2.04884 1.55433 2.57740
H 2.24550 0.01201 1.71725
H 3.34016 -2.16032 0.78547
H 7.21994 -0.85564 0.18034
H 5.62326 0.91482 -0.85817
H 2.25377 3.65515 1.18883
H 2.61601 3.41389 -0.53844
H 0.18561 4.02832 -0.16101
H 0.39120 2.43300 -0.90846
H -3.38774 -1.51278 1.24010
H -2.45552 -2.64054 3.14803
H -0.14759 -3.53882 3.09686
H 1.18978 -3.27513 1.03186
H 0.29525 -2.13993 -0.89455

The calculation puts the electronic energy at -45639.51349 eV. The molar mass comes out at 419.551 g/mol. Its net charge is 0.


(2)
# C8H11N2O

A gas-phase ion, C8H11N2O (charge +1) (ωB97M-V with the def2-TZVPD basis set, OMol25).

Cartesian coordinates (Å):
C 2.08672 0.23020 0.86161
C 1.73402 0.99486 -0.11572
C -1.80594 0.69281 -0.59420
C 1.30638 -1.17754 0.54942
C 0.85479 0.24913 -1.18713
C -0.46963 0.09095 -0.50881
C -1.75085 2.09858 -1.22238
C -0.81961 -1.01469 1.92338
N -0.06710 -1.01081 0.67419
N 1.49433 -1.10213 -0.95948
O -2.76166 0.26363 -0.03276
H 2.58654 0.36401 1.72693
H 1.72585 -2.09198 0.90349
H 1.01759 0.76478 -2.13028
H -1.49797 1.98462 -2.32104
H -1.17281 2.65548 -0.52713
H -2.79841 2.22555 -1.29260
H -0.26990 -1.62614 2.70339
H -1.03565 -0.08139 2.53433
H -1.71825 -1.55712 1.53983
H 2.47997 -1.00955 -1.14094
H 0.88157 -1.94325 -1.38409

The calculation puts the electronic energy at -13488.00395 eV. The molar mass comes out at 151.189 g/mol. Its net charge is +1.


(3)
# C29H63Cl22NO4P

12 unconnected molecules or ions with the total composition C29H63Cl22NO4P (ωB97M-V with the def2-TZVPD basis set, OMol25).

Cartesian coordinates (Å):
C -2.09642 -2.94478 -0.30384
C -1.64303 -1.59256 0.25039
N -0.58005 -1.05030 -0.58791
P 0.40589 0.31328 0.03192
O 0.82099 -0.50426 1.51542
C 0.52342 0.36135 2.58439
C -0.44758 1.44825 2.09600
O -1.46740 1.72783 3.06823
C -1.08817 2.79744 3.89048
C -1.68148 4.15596 3.46984
C -2.28931 4.20825 2.07453
O -0.63276 5.13239 3.61579
O -0.98371 0.94928 0.94107
H -2.45461 -2.82507 -1.33093
H -1.22671 -3.60266 -0.36137
H -2.86752 -3.40672 0.30771
H -2.51953 -0.94348 0.29638
H -1.28520 -1.74320 1.26701
H -1.02646 -0.70374 -1.43284
H 1.56694 -0.22053 -0.65511
H 0.10421 1.18216 -1.08811
H 1.27392 1.40228 0.47974
H 0.03473 -0.20683 3.38486
H 1.42987 0.80181 3.01520
H 0.04175 2.40824 1.87348
H -0.00058 2.90816 3.94284
H -1.41475 2.58940 4.91351
H -2.47870 4.41625 4.17450
H -3.03920 5.00500 2.04947
H -2.78395 3.27725 1.80910
H -1.53292 4.45950 1.33413
H -1.01359 5.94381 3.94313
Cl 4.37765 -0.97177 5.02482
C 5.45921 0.38385 4.60691
C 4.71245 1.57420 4.06425
Cl 3.99731 1.24761 2.47151
H 6.17853 0.01092 3.88265
H 5.98520 0.66325 5.51876
H 5.41133 2.40191 3.94727
H 3.91230 1.88285 4.73466
Cl 4.19695 6.90165 5.16421
C 2.41534 6.78724 5.15599
C 1.76354 8.13193 4.98342
Cl 1.99333 9.19209 6.40333
H 2.10970 6.31160 6.08375
H 2.13537 6.14124 4.32527
H 0.69086 7.99900 4.85778
H 2.15749 8.65365 4.11580
Cl 0.20239 -2.95874 -2.83945
C 0.72392 -4.37455 -3.77524
C -0.39300 -5.38560 -3.86501
Cl -0.76606 -6.08736 -2.26420
H 1.60047 -4.79401 -3.28723
H 1.00453 -4.04026 -4.77460
H -0.11904 -6.20634 -4.52652
H -1.30278 -4.92016 -4.23512
Cl -3.90516 -6.77102 0.28340
C -4.86509 -6.53703 1.76974
C -4.92608 -5.09407 2.20381
Cl -3.35135 -4.48295 2.76092
H -4.43140 -7.16418 2.54530
H -5.87206 -6.89288 1.55813
H -5.62019 -5.00087 3.03778
H -5.25845 -4.44405 1.39713
Cl 3.19365 -0.16332 -5.10126
C 1.88654 0.91998 -4.54021
C 0.64966 0.16585 -4.14369
Cl -0.13849 -0.60715 -5.56133
H 1.68061 1.62058 -5.34623
H 2.26849 1.46690 -3.68031
H -0.07258 0.85031 -3.70204
H 0.86782 -0.61577 -3.42284
Cl 3.16964 2.29042 8.09723
C 2.10558 0.93746 8.57994
C 1.75182 0.05262 7.41482
Cl 0.69349 0.87042 6.24296
H 1.21853 1.36526 9.03942
H 2.64867 0.36024 9.32630
H 1.21532 -0.82507 7.77274
H 2.64065 -0.27363 6.88152
Cl 7.48211 0.46785 -8.94210
C 5.99055 -0.48594 -9.18511
C 5.26586 -0.76091 -7.89708
Cl 6.15448 -1.88280 -6.83013
H 6.27030 -1.40922 -9.68574
H 5.34569 0.09392 -9.84310
H 4.30519 -1.22598 -8.10526
H 5.08437 0.14857 -7.33059
Cl 2.71478 1.49393 -10.77200
C 1.37138 0.34086 -10.99698
C 0.77841 -0.10681 -9.68789
Cl 1.88936 -1.13708 -8.75387
H 1.74894 -0.50153 -11.57025
H 0.61015 0.85396 -11.58200
H -0.11600 -0.69750 -9.87805
H 0.51141 0.74020 -9.06149
Cl -4.42248 0.14863 -1.19065
C -5.91182 0.58378 -0.32936
C -5.75511 0.47963 1.16738
Cl -5.58213 -1.20813 1.72258
H -6.71079 -0.06213 -0.68601
H -6.14659 1.61420 -0.59371
H -6.64607 0.87952 1.64965
H -4.88357 1.02870 1.51652
Cl -2.52885 -8.82287 4.55068
C -1.72083 -7.62215 3.49555
C -0.23518 -7.56795 3.72441
Cl 0.17497 -6.89765 5.32625
H -2.18583 -6.65853 3.67593
H -1.92250 -7.91838 2.46688
H 0.21843 -6.91850 2.97794
H 0.21406 -8.55521 3.65622
Cl -2.81062 5.35274 -1.12055
C -1.99308 5.14223 -2.69351
C -2.25334 3.76430 -3.25328
Cl -1.47074 2.52784 -2.24103
H -0.93107 5.31195 -2.53724
H -2.37906 5.90594 -3.36766
H -1.84822 3.68690 -4.26213
H -3.32126 3.55762 -3.28850

The calculation puts the electronic energy at -325559.61185 eV. The molar mass comes out at 1300.766 g/mol. Its net charge is -1.


(4)
# C5H7NO

A molecular structure, C5H7NO (ωB97M-V with the def2-TZVPD basis set, OMol25).

Cartesian coordinates (Å):
O -1.25866 -0.91217 1.34896
C -1.68082 -0.88457 0.25705
C -2.19141 -0.87160 -0.95038
N 0.38370 0.73537 -0.90229
C 0.71884 1.35879 0.40589
C 1.58712 0.12040 0.74925
C 1.07862 -0.30019 -0.59597
H -1.65598 -0.37135 -1.74541
H -3.17151 -1.29954 -1.09277
H -0.16655 1.48880 1.03627
H 1.23470 2.31588 0.29580
H 1.26274 -0.47617 1.60565
H 2.66445 0.29161 0.79788
H 1.19476 -1.19526 -1.20993

The calculation puts the electronic energy at -8833.39601 eV. The molar mass comes out at 97.117 g/mol. Its net charge is 0.


(5)
# C3H9NO

2 unconnected molecules or ions with the total composition C3H9NO (ωB97M-V with the def2-TZVPD basis set, OMol25).

Cartesian coordinates (Å):
C -2.02235 0.91762 0.08271
C -2.03891 -0.23983 -0.66240
N -0.86996 -0.92012 -1.03001
H -2.80811 1.65810 -0.10235
H -1.18211 1.18917 0.69391
H -2.95330 -0.69680 -1.10820
H -0.93032 -1.88958 -0.80344
H -0.03093 -0.60942 -0.41186
C 2.66542 -0.25949 0.73164
O 1.48084 0.55381 0.66866
H 2.83310 -0.73433 -0.22616
H 3.57241 0.22074 1.18637
H 2.40016 -1.08309 1.42726
H 1.71707 1.44578 0.29359

The calculation puts the electronic energy at -6792.85140 eV. The molar mass comes out at 75.111 g/mol. Its net charge is 0.


(6)
# ClO4Pb

A molecular structure, ClO4Pb (ωB97M-V with the def2-TZVPD basis set, OMol25).

Cartesian coordinates (Å):
Pb -2.85455 -0.62265 3.59369
Cl 0.62078 0.17937 -0.77680
O 0.71992 1.62811 -1.03985
O 0.68214 -0.23212 0.76042
O -0.73137 -0.25357 -1.14303
O 1.56309 -0.69915 -1.39443

The calculation puts the electronic energy at -25937.92756 eV. The molar mass comes out at 306.649 g/mol. Its net charge is +1.